Molecular formula: C74H86AsN4O5P2SY
Method: DFT, ωB97M-V/def2-TZVPD

Values from the calculation:
**Energy above the lowest of the compared OMol25 structures with the same formula, charge and spin**: 22.1 kcal per mole
**Max |F|**: 1.4 eV/A
**HOMO level**: -6.372 eV
**2S+1**: 1
**DFT total energy**: -185627.601 eV
**HOMO-LUMO gap**: 6.796 eV

Geometry (Å):
1 Y 0.429995 -0.338742 -0.025147
2 As 3.351103 -1.393964 0.379779
3 S 2.539052 3.255282 0.082819
4 P 1.198954 1.588674 -2.957892
5 P -3.136534 0.137514 -1.905687
6 O -1.463183 3.002868 4.177683
7 O 2.206429 1.800532 -0.022553
8 O 0.956245 -2.377137 0.481181
9 O -4.558652 -1.099519 5.309292
10 O -3.934102 -2.532768 1.724400
11 N -3.195333 -0.152780 3.359443
12 N -1.584313 -0.962522 1.868227
13 N -0.279578 -0.906041 -2.202317
14 N -1.763866 1.315495 2.156593
15 C 3.713974 -3.070803 -2.073594
16 C -4.520793 1.955784 3.384540
17 C 1.008758 0.312891 -5.452981
18 C 3.755535 -2.959809 -0.693819
19 C -1.704372 -2.252663 2.446878
20 C 7.646944 0.676749 0.464964
21 C -1.260337 4.294241 0.886010
22 C -4.475126 -0.213229 -3.144915
23 C 7.488906 -0.575798 1.042741
24 C -5.540808 2.689417 3.984125
25 C 3.299366 -2.245630 3.258665
26 C 4.108519 -4.814239 2.536701
27 C -3.806733 -0.445934 -4.501490
28 C -5.234227 -1.699810 6.397948
29 C 5.148831 -0.582837 0.443314
30 C 0.455287 3.050476 -3.811205
31 C 4.314949 -5.394525 -1.882225
32 C -0.596135 -2.730425 3.134919
33 C -1.124362 5.418525 1.684338
34 C 5.318778 0.674735 -0.127307
35 C 3.527222 -2.555851 1.927331
36 C 3.891738 -4.500282 3.868027
37 C -3.395189 -2.559064 -1.045718
38 C 1.850750 0.967327 2.799381
39 C -5.931086 0.903629 5.531884
40 C 0.034594 -0.851156 -3.550835
41 C 3.480912 -3.223429 4.229158
42 C 3.539625 2.529562 -4.454836
43 C -0.135538 3.628788 0.424508
44 C 3.999367 -4.293851 -2.668179
45 C 0.138715 5.888813 2.012252
46 C 0.703790 -3.731670 0.676215
47 C -0.424881 1.499438 2.701507
48 C -0.873279 -3.263892 -1.850182
49 C 3.033963 1.794736 -3.213218
50 C 3.918647 -3.845510 1.557139
51 C -4.005913 0.807242 -0.412099
52 C -4.528021 2.197760 -0.773554
53 C 6.558357 1.302187 -0.120959
54 C -0.603273 -3.965662 3.760418
55 C -0.110110 -1.725290 -5.827311
56 C -5.187265 -3.163532 1.889921
57 C -1.763039 -4.235615 -1.460314
58 C 3.698830 3.440410 1.433857
59 C 1.122065 4.091384 0.772648
60 C -6.239318 2.175665 5.054750
61 C 0.623108 0.823336 2.126699
62 C 3.685242 0.422170 -3.120072
63 C -0.401845 -1.819871 -4.485936
64 C -5.503621 -1.312722 -2.900536
65 C 4.330559 -5.290128 -0.500694
66 C -4.174501 0.701204 3.860098
67 C -3.044682 -3.895462 -1.024761
68 C 0.607776 -0.652743 -6.355778
69 C -0.305563 2.355500 3.800020
70 C 0.815828 4.339350 -3.071699
71 C -2.864156 -4.300111 3.013739
72 C -2.212457 0.015249 2.421036
73 C 1.267778 5.230282 1.554766
74 C -1.386798 3.921796 5.242533
75 C -4.920960 0.171405 4.937631
76 C -2.525528 -1.546146 -1.480031
77 C -4.003452 -4.946317 -0.543687
78 C -1.056808 2.897092 -3.910784
79 C 0.897289 -0.542468 -7.824145
80 C -1.740592 -4.751750 3.694370
81 C 4.039257 -4.071721 0.101927
82 C 2.006694 1.753699 3.926956
83 C -1.220490 -1.906451 -1.853549
84 C 0.924333 2.487928 4.428462
85 C 6.250735 -1.198982 1.034456
86 C -2.854137 -3.054802 2.390171
87 C -5.085424 0.021792 0.327340
88 C 0.749726 0.242120 -4.083312
89 H -4.996934 0.753179 -3.192745
90 H 4.228170 4.377468 1.281904
91 H 3.966811 -4.387023 -3.745391
92 H 4.470765 1.168769 -0.585413
93 H -3.235600 -1.373329 -4.488463
94 H -5.022874 -4.562061 -0.525533
95 H 3.339287 -0.123328 -2.236504
96 H 1.393607 -1.436483 -8.204617
97 H -5.379691 2.138246 -1.454100
98 H 2.973362 -1.257883 3.550990
99 H -4.557814 -0.533616 -5.288608
100 H 4.771464 0.500012 -3.052248
101 H 1.889992 4.468242 -2.946960
102 H 8.334551 -1.071192 1.500713
103 H -0.367266 -3.957135 0.750732
104 H -5.909811 -2.536603 1.370707
105 H -0.236060 2.762240 -0.220035
106 H -4.727653 -0.948574 0.651355
107 H -1.456017 -5.275221 -1.463283
108 H -6.486051 0.490387 6.358338
109 H 3.299741 -2.985802 5.268998
110 H 0.873633 3.090663 -4.823244
111 H 3.435276 -0.177771 -3.997209
112 H 6.150488 -2.178263 1.488099
113 H -0.685387 4.728392 5.011097
114 H -2.374443 2.016498 2.559702
115 H -2.002572 5.930390 2.049159
116 H -7.032704 2.744161 5.516873
117 H -0.993995 -2.660129 -4.159949
118 H 4.035945 -5.257063 4.627168
119 H -0.016312 -0.407989 -8.405629
120 H 0.437666 5.208441 -3.613066
121 H -4.396089 -2.293429 -0.741679
122 H -5.105914 -1.108537 7.308229
123 H -2.239580 3.928694 0.622037
124 H -4.877520 2.718836 0.121970
125 H 3.452038 -2.224074 -2.693330
126 H 0.363579 4.354344 -2.075459
127 H 0.246548 6.769978 2.629091
128 H 2.970119 1.827936 4.416956
129 H -3.767030 2.808805 -1.257273
130 H -3.747559 -4.918242 2.967704
131 H 0.286552 -2.104402 3.143154
132 H -3.308822 -1.108298 3.670045
133 H 1.527390 1.182018 -5.840729
134 H -1.335136 2.048289 -4.533393
135 H -6.257577 -1.286750 -3.690964
136 H 2.244846 5.604336 1.817177
137 H 1.547688 0.305957 -8.032922
138 H -5.394914 0.562935 1.225374
139 H -5.197416 -4.161448 1.448827
140 H -5.979662 -0.104500 -0.286259
141 H -4.780535 -2.679573 6.531147
142 H 1.178802 -4.084434 1.601792
143 H 3.063206 3.495168 -4.606485
144 H -1.505380 2.728183 -2.929697
145 H 4.612542 2.710501 -4.356254
146 H -6.019273 -1.220929 -1.944981
147 H 4.548881 -6.162567 0.101190
148 H 0.281631 -4.307714 4.277454
149 H -3.749385 -5.280840 0.467091
150 H -4.042247 2.393760 2.520144
151 H 2.743629 0.489009 2.397022
152 H -2.386963 4.328428 5.369111
153 H -5.033530 -2.295638 -2.938242
154 H -3.166815 0.950264 0.279289
155 H 4.411661 -5.816952 2.264102
156 H 0.134965 -3.529099 -2.145610
157 H -6.300418 -1.812862 6.181873
158 H 8.614513 1.159751 0.473439
159 H 3.202862 3.397683 2.400244
160 H -3.115571 0.351832 -4.765465
161 H 1.045453 3.122767 5.292355
162 H -1.494550 3.801559 -4.337065
163 H -5.449676 -3.227335 2.950419
164 H 1.113651 -4.329887 -0.151897
165 H 4.534754 -6.346022 -2.349494
166 H -5.785836 3.663178 3.585656
167 H -1.078875 3.426618 6.167705
168 H -0.473963 -2.502876 -6.490372
169 H 4.400091 2.611862 1.322029
170 H 3.401717 1.936024 -5.358248
171 H -3.991399 -5.824338 -1.190146
172 H 6.673032 2.276736 -0.579275
173 H -1.763736 -5.722929 4.169447
174 H 3.352373 2.375651 -2.334749

Forces on atoms 1 to 3 (eV/Å):
0.3 -1.3 0.3
0.1 0.2 0.0
0.0 -0.1 -0.2